This record from OMol25 describes an isolated molecule of C3H6O2S in a non-equilibrium geometry. The level of theory is ωB97M-V with the def2-TZVPD basis set.

For the lowest unoccupied orbital energy (alpha / beta), the calculation gives -0.0377 / -0.0543 Ha. The gap between HOMO and LUMO (alpha / beta) comes out at 0.2770 / 0.2652 hartree. The value obtained for the HOMO energy (alpha / beta) is -8.56 / -8.69 eV. The structure (SMILES) is CC(C)=S(=O)=O. As for the net charge: 0.

Geometry (Å):
C  -0.17  -1.19  0.15
C  0.77  -0.15  0.40
C  0.34  1.22  0.30
S  2.71  -0.09  -0.52
O  3.20  1.24  -0.32
O  3.42  -1.25  -0.09
H  -1.00  -0.87  -0.59
H  0.16  -2.12  -0.22
H  -0.62  -1.46  1.28
H  -0.74  1.36  0.30
H  0.95  1.69  -0.51
H  0.74  1.75  1.15

Table of Mulliken atomic charges, one value per atom, all in e: -0.9237, 0.3267, -1.0919, 0.6650, -0.4890, -0.4812, 0.2805, 0.3775, 0.2624, 0.3501, 0.3737, 0.3499

=====

This record from OMol25 describes an isolated molecule of C3H6O3 in a non-equilibrium geometry. The level of theory is ωB97M-V with the def2-TZVPD basis set.

For the lowest unoccupied orbital energy, the calculation gives 0.0264 Ha. The gap between HOMO and LUMO comes out at 0.4213 hartree. The value obtained for the HOMO energy is -10.75 eV. The structure (SMILES) is CCOC(=O)O. As for the net charge: 0.

Geometry (Å):
C  -1.35  0.07  0.65
C  -0.12  -0.80  0.65
O  1.18  0.21  0.62
C  1.47  0.66  -0.59
O  2.32  1.45  -0.94
O  0.65  0.04  -1.52
H  -2.13  -0.43  1.24
H  -1.74  0.18  -0.36
H  -1.15  1.06  1.06
H  0.10  -1.22  1.63
H  -0.15  -1.63  -0.05
H  0.92  0.42  -2.38

Table of Mulliken atomic charges, one value per atom, all in e: -0.9879, -0.1362, -0.4041, 0.7320, -0.5670, -0.4932, 0.3412, 0.2887, 0.2947, 0.3311, 0.2679, 0.3328

=====

Total energy across the listed records, respectively: -666.42805, -343.62501 a.u..
Energy relative to the best compared isomer or geometry (same formula, charge and spin) across the listed records, respectively: 104.15, 18.54 kcal per mole.